No. 1
The following is a quantum chemistry calculation of a 2-piece molecular cluster, C3HBrN2O2S overall in a non-equilibrium geometry, from the OMol25 dataset.

Properties
Spin multiplicity = 1
Energy relative to the best compared isomer or geometry (same formula, charge and spin) = 180.4 kcal per mole
Structure (SMILES) = C#C[N+](=O)[O-].[S-][N+]#CBr
LUMO energy = -0.0333 Eh
F_max = 5.840 eV Å⁻¹
Molecular weight = 209.02 g/mol
Charge = 0
Energy = -91071.39323 eV
HOMO = -8.5 eV

Last column: natural (NBO) charge in e.
Element x y z (Å)
C: 1.945 -0.943 0.199  -0.145
C: 1.032 -1.048 -0.597  0.039
N: -0.118 -1.271 -1.452  0.503
O: -0.455 -0.262 -2.011  -0.317
O: -0.551 -2.395 -1.564  -0.324
H: 2.703 -0.945 0.908  0.244
S: -0.283 3.493 0.326  0.123
N: -0.784 2.264 1.016  -0.457
C: -1.533 1.378 1.269  0.123
Br: -1.955 -0.271 1.906  0.212


No. 2
The following is a quantum chemistry calculation of C5H8N as an isolated structure in a non-equilibrium geometry, from the OMol25 dataset.

Properties
Spin multiplicity = 1
Energy relative to the best compared isomer or geometry (same formula, charge and spin) = 73.8 kcal per mole
LUMO energy = -0.1975 Eh
F_max = 8.888 eV Å⁻¹
Molecular weight = 82.13 g/mol
Charge = +1
Energy = -6794.88786 eV
HOMO = -14.3 eV

Last column: natural (NBO) charge in e.
Element x y z (Å)
C: -1.135 1.119 -0.029  0.270
C: 0.693 0.454 -0.076  0.150
C: 1.888 -0.356 0.129  -0.289
C: 0.194 1.834 0.063  -0.488
C: -0.950 -1.401 0.041  -0.418
N: -0.571 -0.050 -0.148  -0.234
H: -2.197 1.178 0.185  0.248
H: 1.764 -1.421 0.058  0.224
H: 2.805 0.132 0.160  0.236
H: 0.413 2.654 -0.623  0.289
H: 0.338 2.153 1.115  0.285
H: -0.602 -1.869 -0.764  0.234
H: -2.081 -1.385 0.156  0.242
H: -0.575 -1.838 0.914  0.249


No. 3
The following is a quantum chemistry calculation of one molecule with the formula C5H7NO, from the OMol25 dataset.

Properties
Spin multiplicity = 1
Energy relative to the best compared isomer or geometry (same formula, charge and spin) = 64.0 kcal per mole
Structure (SMILES) = O=C[C@H]1[C@H]2CCN21
LUMO energy = 0.0312 Eh
F_max = 0.501 eV Å⁻¹
Molecular weight = 97.12 g/mol
Charge = 0
Energy = -8833.42924 eV
HOMO = -9.5 eV

Last column: natural (NBO) charge in e.
Element x y z (Å)
O: 2.332 1.132 0.625  -0.498
C: 1.143 1.321 0.541  0.420
C: 0.333 0.914 -0.659  -0.219
C: 0.050 -0.476 -1.046  -0.060
C: -0.082 -1.395 0.157  -0.442
C: -1.145 -0.393 0.660  -0.238
N: -1.051 0.441 -0.584  -0.367
H: 0.597 1.867 1.339  0.116
H: 0.482 1.608 -1.487  0.241
H: 0.125 -0.799 -2.081  0.211
H: 0.820 -1.549 0.756  0.218
H: -0.515 -2.365 -0.100  0.220
H: -0.928 0.152 1.585  0.186
H: -2.147 -0.818 0.737  0.212


No. 4
The following is a quantum chemistry calculation of a 2-piece molecular cluster, C25H25NO4 overall in a non-equilibrium geometry, from the OMol25 dataset.

Properties
Spin multiplicity = 1
Energy relative to the best compared isomer or geometry (same formula, charge and spin) = 118.1 kcal per mole
LUMO energy = -0.0891 Eh
F_max = 3.082 eV Å⁻¹
Molecular weight = 403.48 g/mol
Charge = 0
Energy = -36006.93652 eV
HOMO = -5.9 eV

Last column: natural (NBO) charge in e.
Element x y z (Å)
C: 1.363 -6.218 -3.988  -0.263
O: 0.549 -5.090 -4.377  -0.466
C: -0.042 -4.279 -3.470  0.425
C: -0.683 -3.135 -4.016  -0.282
C: -1.102 -2.114 -3.205  -0.080
C: -0.981 -2.199 -1.787  -0.095
C: -1.327 -1.077 -1.005  0.143
C: -1.290 -0.995 0.408  -0.210
C: -2.288 -0.268 1.123  -0.095
C: -2.296 -0.238 2.491  -0.272
C: -1.344 -0.975 3.238  0.395
O: -1.471 -0.884 4.582  -0.474
C: -0.655 -1.688 5.460  -0.262
C: -0.333 -1.699 2.554  -0.345
C: -0.275 -1.638 1.175  -0.013
C: -0.562 -3.460 -1.253  -0.099
C: -0.036 -4.454 -2.060  -0.317
H: 1.657 -6.624 -4.959  0.216
H: 2.260 -5.917 -3.422  0.200
H: 0.787 -6.971 -3.426  0.188
H: -0.811 -3.102 -5.095  0.242
H: -1.562 -1.222 -3.625  0.230
H: -1.722 -0.220 -1.542  0.229
H: -3.081 0.218 0.554  0.225
H: -3.044 0.320 3.054  0.240
H: -1.001 -1.375 6.449  0.213
H: -0.840 -2.767 5.320  0.186
H: 0.421 -1.468 5.349  0.194
H: 0.355 -2.331 3.119  0.231
H: 0.548 -2.135 0.655  0.233
H: -0.665 -3.662 -0.187  0.231
H: 0.380 -5.370 -1.629  0.234
C: -1.134 4.356 2.905  -0.243
C: -1.410 3.414 1.904  -0.211
C: -0.678 3.424 0.712  -0.247
C: 0.236 4.450 0.455  0.100
C: 1.001 4.421 -0.845  -0.445
C: 1.919 3.175 -0.863  -0.066
C: 2.922 3.024 -2.010  -0.075
O: 3.023 1.619 -2.234  -0.554
C: 2.015 0.983 -1.499  0.837
O: 1.966 -0.241 -1.500  -0.751
N: 1.231 1.924 -0.887  -0.782
C: 0.503 5.408 1.442  -0.253
C: -0.166 5.342 2.670  -0.220
H: -1.675 4.325 3.857  0.204
H: -2.190 2.664 2.029  0.190
H: -0.746 2.606 -0.014  0.255
H: 0.301 4.350 -1.693  0.209
H: 1.591 5.336 -0.991  0.199
H: 2.532 3.255 0.065  0.140
H: 2.604 3.550 -2.927  0.152
H: 3.909 3.412 -1.730  0.167
H: 1.266 6.166 1.228  0.207
H: 0.073 6.076 3.441  0.205


No. 5
The following is a quantum chemistry calculation of one molecule with the formula C12H16N2OS in a non-equilibrium geometry, from the OMol25 dataset.

Properties
Spin multiplicity = 1
Energy relative to the best compared isomer or geometry (same formula, charge and spin) = 128.3 kcal per mole
Structure (SMILES) = CCCCCCn1sc2ncccc2c1=O
LUMO energy = -0.0006 Eh
F_max = 5.478 eV Å⁻¹
Molecular weight = 236.34 g/mol
Charge = 0
Energy = -28561.81699 eV
HOMO = -8.5 eV

Last column: natural (NBO) charge in e.
Element x y z (Å)
C: 3.831 -2.082 -0.239  -0.642
C: 2.230 -1.784 -0.255  -0.393
C: 1.893 -0.339 -0.502  -0.427
C: 2.340 0.710 0.384  -0.380
C: 1.596 2.042 -0.015  -0.430
C: 0.382 2.210 1.014  -0.214
N: -0.679 1.245 0.706  -0.591
S: -1.234 0.087 1.887  0.531
C: -2.545 -0.393 0.844  0.037
N: -3.534 -1.208 1.291  -0.422
C: -4.324 -1.534 0.349  0.083
C: -4.621 -0.871 -0.891  -0.280
C: -3.662 0.154 -1.291  -0.097
C: -2.651 0.343 -0.280  -0.237
C: -1.717 1.509 -0.236  0.654
O: -1.766 2.631 -0.812  -0.609
H: 4.138 -1.283 -1.091  0.209
H: 4.042 -1.800 1.000  0.218
H: 4.049 -3.123 -0.592  0.223
H: 1.805 -2.366 -1.197  0.197
H: 1.581 -2.345 0.598  0.209
H: 2.291 0.102 -1.425  0.196
H: 0.905 -0.292 -0.397  0.206
H: 3.377 0.544 0.326  0.213
H: 2.033 0.434 1.545  0.165
H: 2.288 2.896 0.005  0.222
H: 1.163 2.186 -1.117  0.232
H: 0.760 1.784 2.110  0.202
H: 0.101 3.316 1.084  0.237
H: -4.933 -2.505 0.714  0.196
H: -5.532 -1.140 -1.391  0.235
H: -3.609 0.871 -2.125  0.255


No. 6
The following is a quantum chemistry calculation of C7H22AgFO7 as an isolated structure in a non-equilibrium geometry, from the OMol25 dataset.

Properties
Spin multiplicity = 1
Energy relative to the best compared isomer or geometry (same formula, charge and spin) = 5.1 kcal per mole
LUMO energy = -0.0578 Eh
F_max = 1.840 eV Å⁻¹
Molecular weight = 345.11 g/mol
Charge = 0
Energy = -28662.79023 eV
HOMO = -9.3 eV

Last column: natural (NBO) charge in e.
Element x y z (Å)
Ag: -1.682 0.580 1.995  0.949
F: -0.482 0.336 -0.018  -0.928
C: 0.313 -2.792 -1.391  -0.245
O: -0.742 -2.394 -0.537  -0.778
H: 0.018 -2.618 -2.423  0.181
H: 1.231 -2.278 -1.102  0.171
H: 0.518 -3.854 -1.264  0.174
H: -0.843 -1.443 -0.429  0.500
C: 0.662 -2.488 2.781  -0.094
C: -0.198 -1.871 3.887  -0.092
O: -1.505 -1.457 3.480  -0.784
O: 0.926 -1.509 1.803  -0.734
H: 0.233 -3.401 2.352  0.175
H: 1.534 -2.860 3.331  0.180
H: 0.347 -1.005 4.257  0.190
H: -0.293 -2.649 4.657  0.169
H: -2.036 -2.262 3.468  0.492
H: 0.307 -1.651 1.071  0.497
C: 2.042 1.273 -2.210  -0.093
C: 3.007 0.444 -1.359  -0.087
O: 2.706 0.546 0.018  -0.738
O: 0.791 0.614 -2.403  -0.754
H: 2.471 1.448 -3.201  0.176
H: 1.789 2.237 -1.747  0.165
H: 4.045 0.747 -1.492  0.179
H: 2.885 -0.597 -1.687  0.159
H: 1.771 0.417 0.225  0.485
H: 0.423 0.399 -1.518  0.487
C: -2.868 2.660 -1.192  -0.091
C: -1.621 3.553 -1.134  -0.101
O: -0.823 3.273 0.059  -0.756
O: -2.643 1.433 -1.823  -0.718
H: -3.586 3.223 -1.802  0.177
H: -3.370 2.640 -0.215  0.146
H: -1.902 4.602 -1.045  0.178
H: -0.972 3.391 -1.994  0.191
H: -0.437 2.398 -0.116  0.484
H: -2.020 0.916 -1.281  0.488


| no. | frontier orbital gap (hartree) |
| --- | --- |
| 1 | 0.280 |
| 2 | 0.328 |
| 3 | 0.382 |
| 4 | 0.128 |
| 5 | 0.313 |
| 6 | 0.284 |